Record 1
Here is a structure of composition C16H19BN6V at a distorted geometry from the Open Molecules 2025 dataset. Energies are from ωB97M-V/def2-TZVPD.

```
43
Properties=species:S:1:pos:R:3:forces:R:3
H -2.922933 -2.158836 0.080456 -0.3 0.4 -0.1
N -1.805511 -0.541733 -0.740781 -1.4 -2.3 -5.1
B -0.625275 1.049260 -2.604067 0.7 0.0 -1.4
N -1.730514 0.027128 -2.089211 -1.1 -1.0 2.4
C -2.833655 -0.389741 -2.727376 0.0 -0.6 0.6
V -0.947563 0.224268 0.709048 0.7 -0.3 4.0
H -3.069869 -0.016963 -3.712038 0.1 -0.1 0.0
C -3.551154 -1.319514 -1.945859 0.6 0.0 0.1
H -4.464382 -1.839268 -2.181791 0.1 0.0 -0.3
C -2.841894 -1.467535 -0.752024 1.5 2.4 -1.0
H -1.060597 1.630941 -3.565346 -0.4 0.2 0.3
C 4.324149 -1.437771 1.919463 0.9 3.3 0.4
H 4.457991 -1.211046 2.994846 -0.1 -0.1 -0.6
H 3.539479 -0.773252 1.506357 0.4 -0.4 0.2
H 5.275795 -1.234342 1.390502 -0.5 -0.1 0.3
N 0.729836 0.376251 -3.227998 -0.3 -0.4 1.2
N -0.375217 2.107066 -1.451793 -0.1 0.7 2.7
N 1.302444 -0.352921 -2.221298 -1.0 0.6 0.1
N -0.161596 1.811370 -0.041694 1.7 3.0 -2.4
C 1.530320 0.299099 -4.375671 0.4 -0.4 0.6
C -0.462603 3.445554 -1.567241 0.9 0.0 3.2
H 1.289956 0.783430 -5.355501 0.1 -0.4 1.3
H -0.708453 3.902595 -2.485049 -0.1 0.3 -0.9
C 2.656235 -0.502803 -4.040652 -1.2 0.7 0.0
C -0.188877 4.089513 -0.292665 0.1 -4.2 -1.0
C 2.397971 -0.854840 -2.675065 1.7 -0.4 -1.6
C 0.062831 3.007529 0.619442 -1.5 -0.4 -4.2
H 3.544311 -0.813984 -4.644870 -1.2 0.5 0.5
H -0.184386 5.096664 -0.052569 0.1 1.7 0.1
H 3.047266 -1.470319 -2.077026 -0.1 -0.1 0.3
H 0.391358 2.984600 1.627524 -0.1 0.1 0.7
H 4.059285 -2.414885 1.797867 -0.7 -2.7 -0.3
C -1.348364 -1.349977 4.867171 -0.1 0.0 0.3
C -0.811699 -0.053469 4.680816 0.1 0.3 -0.3
C -0.388744 0.318555 3.389850 -0.6 -2.1 1.5
C -0.577469 -0.742539 2.519418 1.5 1.1 -5.3
C -1.051419 -2.045712 2.572913 0.1 0.7 2.3
C -1.461549 -2.357338 3.882073 0.1 0.1 -0.5
H -1.684877 -1.603056 5.864156 0.0 0.0 0.1
H -0.702618 0.664356 5.498123 -0.2 -0.5 0.1
H 0.166695 1.237603 3.099515 -0.7 -0.6 0.4
H -0.974653 -2.742658 1.712668 -0.3 0.5 0.8
H -1.840050 -3.361281 4.095381 0.0 0.4 0.4
```
Forces are in eV/Å.

orbital gap (alpha / beta)	7.49 / 7.96	eV
E_HOMO (alpha / beta)	-0.262 / -0.283	hartree
spin multiplicity	4
largest force on an atom	5.79	eV/Å

Record 2
Here is an isolated molecule of C3H6N2O2 from the Open Molecules 2025 dataset. Energies are from ωB97M-V/def2-TZVPD.

```
13
Properties=species:S:1:pos:R:3:forces:R:3
H -1.513365 -3.093216 -0.523053 0.1 0.0 0.0
N -0.761286 -2.519289 -0.901590 0.1 0.3 0.4
C -0.442484 -1.642019 -0.053497 -0.2 -0.2 -0.1
O 0.603221 -0.811551 -0.322855 0.0 0.0 0.0
C 0.486117 0.524467 0.054642 0.1 0.1 -0.1
N 1.775690 1.087967 0.086113 -0.1 0.0 0.1
C -0.708493 1.287450 -0.267254 -0.1 0.1 -0.2
O -0.442862 0.824429 1.079381 -0.1 -0.1 0.1
H -0.887677 -1.470180 0.930480 0.0 0.0 -0.2
H 2.353490 0.587168 0.754550 0.0 0.1 -0.1
H 1.732316 2.066493 0.346179 0.0 -0.1 0.0
H -1.536340 0.792108 -0.776758 0.1 0.0 0.1
H -0.658327 2.366172 -0.406339 0.0 -0.1 0.1
```
Forces are in eV/Å.

orbital gap	10.97	eV
E_HOMO	-0.370	hartree
SMILES	[H]/N=C/O[C@@]1(N)CO1
spin multiplicity	1
largest force on an atom	0.52	eV/Å

Record 3
Here is an isolated molecule of C6H13N at a distorted geometry from the Open Molecules 2025 dataset. Energies are from ωB97M-V/def2-TZVPD.

```
20
Properties=species:S:1:pos:R:3:forces:R:3
C 2.283958 1.200176 0.722152 -0.8 -0.3 -0.7
C 1.636163 0.080769 0.351342 -0.7 0.3 -1.4
C 1.917182 -1.333844 0.722524 1.7 -0.5 3.3
C 0.517978 0.052450 -0.679138 0.6 4.5 -1.1
C -0.850487 -0.273294 -0.228828 -0.4 -3.7 1.8
C -1.924073 0.725617 -0.419170 -2.3 2.8 -0.2
N -3.308034 0.167533 -0.319701 -0.3 -0.1 -1.1
H 1.857077 2.188616 0.493368 0.3 -0.6 -0.3
H 3.274620 1.228156 1.142357 0.0 -0.3 0.8
H 1.025586 -2.040412 0.790156 0.9 1.4 0.3
H 2.469750 -1.180750 1.761204 -1.2 -1.2 -1.8
H 2.616462 -1.901706 0.106993 0.1 0.4 -0.4
H 0.464499 1.082502 -1.260888 0.2 -1.6 1.3
H 0.858392 -0.569775 -1.455901 0.4 -1.2 -1.0
H -0.785706 -0.390204 0.846879 0.1 0.0 0.6
H -1.114262 -1.424158 -0.466781 0.0 2.7 -0.3
H -1.953651 1.672141 0.302366 0.9 -2.2 -0.8
H -1.793431 1.316931 -1.379899 -0.5 -1.2 0.6
H -3.467701 -0.701188 0.244147 0.7 1.2 -1.0
H -3.724324 0.100444 -1.273174 0.4 -0.4 1.4
```
Forces are in eV/Å.

orbital gap	9.92	eV
E_HOMO	-0.326	hartree
SMILES	C=C(C)CCCN
spin multiplicity	1
largest force on an atom	4.70	eV/Å

Record 4
Here is a cluster of 2 separate species, C5H11NO in total from the Open Molecules 2025 dataset. Energies are from ωB97M-V/def2-TZVPD.

```
18
Properties=species:S:1:pos:R:3:forces:R:3
C 2.269515 -0.318137 -1.189710 0.0 -0.1 0.0
C 1.325210 -0.498466 -0.054037 -0.1 0.1 -0.2
C 0.959723 0.262462 1.161045 0.0 0.1 0.3
N 0.074416 -0.083280 0.054942 0.1 -0.1 -0.1
C -1.113554 0.207313 -0.394224 0.1 0.0 -0.1
C -2.184877 0.693019 0.539720 -0.2 -0.3 -0.1
O -1.749259 1.703625 1.435216 0.1 0.3 -0.1
H 1.890204 -0.827396 -2.081834 0.1 0.1 0.1
H 3.247054 -0.747110 -0.953503 -0.1 0.1 0.0
H 2.416571 0.745876 -1.441821 -0.1 -0.1 0.1
H -0.040572 -2.671009 -0.417695 -0.1 0.0 0.0
H 1.129328 1.343304 1.255964 0.0 -0.1 -0.1
H 0.793868 -0.246722 2.110218 0.0 0.0 -0.2
H -1.329046 -0.036047 -1.429936 0.0 0.0 0.1
H -0.739428 -2.846820 -0.616746 0.1 0.0 0.0
H -3.041952 1.027066 -0.065061 0.2 0.0 0.1
H -2.549890 -0.111641 1.190626 0.1 0.1 -0.1
H -1.357317 2.403970 0.896830 0.0 0.0 0.1
```
Forces are in eV/Å.

orbital gap	7.95	eV
E_HOMO	-0.260	hartree
spin multiplicity	1
largest force on an atom	0.36	eV/Å